# 1
The following is a DFT calculation (ωB97M-V with the def2-TZVPD basis set) of 6 unconnected molecules or ions with the total composition C25H62BNO12 in a non-equilibrium geometry.

## Properties
LUMO energy, eV: 0.0
Frontier orbital gap, eV: 8.799
E_HOMO, eV: -8.80
SMILES: NC(=O)CCBCCO.COCCOC.COCCOC.COCCOC.COCCOC.COCCOC

XYZ file:
```
101
Properties=species:S:1:pos:R:3:forces:R:3:mulliken_charge:R:1
N 4.420 -0.145 -0.658 -1.65 -0.43 -2.11 -0.52
C 3.918 0.476 -1.952 -0.15 -3.64 -4.51 0.31
O 3.912 -0.297 -3.065 0.34 4.57 6.49 -0.59
C 3.409 2.035 -2.124 -0.54 -0.49 0.88 -0.29
C 2.753 2.650 -0.753 -0.43 0.48 0.78 -0.23
B 1.108 2.498 -0.814 0.71 -0.83 0.53 0.16
C 0.245 1.225 -0.232 -0.43 -0.25 -0.34 0.05
C 0.432 -0.180 -1.056 -0.55 -0.78 0.55 -0.11
O -0.043 -0.109 -2.476 1.52 0.91 1.39 -0.50
H 3.619 -0.371 0.000 1.14 0.94 -0.97 0.29
H 4.786 -1.106 -0.932 -0.60 1.68 0.12 0.36
H 2.530 2.009 -2.930 2.35 -0.05 1.38 0.17
H 4.290 2.727 -2.474 -1.66 -1.66 0.52 0.31
H 3.112 2.148 0.241 -0.14 0.77 -2.00 0.12
H 2.971 3.810 -0.646 -0.13 -2.45 -0.37 0.09
H 0.520 3.423 -1.292 -0.05 -0.08 -0.10 -0.11
H -0.914 1.492 -0.284 2.44 -0.71 0.33 0.09
H 0.581 1.040 0.880 -0.78 0.21 -1.93 0.01
H -0.285 -0.981 -0.543 1.55 1.72 -1.27 0.13
H 1.526 -0.640 -0.979 -2.15 1.18 -0.34 -0.05
H 0.529 0.519 -3.007 -0.82 -1.11 1.09 0.26
C -4.044 -3.038 1.049 0.13 0.17 0.04 -0.83
O -2.770 -3.655 0.911 -0.28 -0.34 -0.28 -0.29
C -2.863 -4.997 0.421 0.45 0.38 -0.19 -0.49
C -2.576 -5.064 -1.082 -0.59 -0.06 0.10 -0.50
O -3.577 -4.375 -1.837 0.41 0.13 0.32 -0.40
C -3.159 -3.072 -2.230 -0.09 -0.08 -0.13 -0.61
H -3.893 -1.958 1.131 0.02 -0.16 0.05 0.21
H -4.694 -3.232 0.190 0.09 -0.03 0.05 0.38
H -4.528 -3.396 1.962 -0.13 0.03 0.02 0.35
H -3.844 -5.429 0.656 0.05 0.09 -0.13 0.33
H -2.105 -5.584 0.949 0.00 -0.01 -0.02 0.37
H -2.602 -6.112 -1.397 0.02 0.02 0.03 0.39
H -1.577 -4.672 -1.312 -0.12 0.04 0.12 0.27
H -2.481 -3.147 -3.087 0.04 0.12 0.04 0.34
H -2.663 -2.535 -1.417 -0.01 -0.07 -0.02 0.17
H -4.044 -2.505 -2.529 0.05 -0.15 0.01 0.30
C -5.423 0.237 3.588 0.03 0.00 -0.14 -0.77
O -6.019 -0.640 2.640 -0.30 0.00 0.38 -0.30
C -7.013 -1.486 3.228 -0.10 0.24 -0.53 -0.41
C -8.425 -0.949 2.972 0.16 0.08 0.55 -0.64
O -8.636 0.302 3.632 0.28 -0.12 -0.45 -0.38
C -8.497 1.411 2.749 -0.12 -0.01 0.15 -0.71
H -4.912 1.034 3.042 -0.05 -0.15 -0.02 0.26
H -6.162 0.692 4.254 0.02 -0.09 -0.07 0.41
H -4.685 -0.311 4.180 0.01 0.05 0.12 0.27
H -6.828 -1.614 4.302 -0.09 0.11 -0.09 0.34
H -6.920 -2.467 2.754 -0.02 0.00 0.00 0.35
H -9.149 -1.656 3.390 0.04 0.00 -0.02 0.39
H -8.627 -0.862 1.897 0.15 0.01 0.10 0.34
H -9.402 1.511 2.141 0.07 0.06 -0.07 0.33
H -7.626 1.311 2.095 -0.04 -0.06 0.04 0.29
H -8.375 2.314 3.351 -0.08 -0.15 0.02 0.25
C 7.965 1.993 -0.367 0.09 -0.03 0.06 -0.62
O 8.541 3.283 -0.214 -0.49 0.17 -0.16 -0.39
C 7.782 4.302 -0.873 0.29 0.06 0.58 -0.48
C 6.889 5.061 0.114 -0.28 -0.35 -0.36 -0.45
O 5.878 4.210 0.664 0.48 0.05 0.11 -0.27
C 6.216 3.737 1.964 -0.18 0.03 -0.07 -0.81
H 8.405 1.331 0.384 0.03 0.14 -0.09 0.27
H 6.880 2.003 -0.224 0.08 0.03 -0.02 0.20
H 8.199 1.602 -1.361 -0.08 -0.10 -0.04 0.33
H 7.191 3.877 -1.694 -0.04 0.02 0.14 0.24
H 8.498 5.006 -1.308 -0.03 0.00 0.00 0.38
H 6.373 5.862 -0.424 0.03 -0.01 0.00 0.35
H 7.484 5.524 0.911 0.01 -0.15 -0.10 0.36
H 6.035 4.528 2.700 0.07 -0.05 0.07 0.29
H 7.257 3.411 2.026 -0.04 0.05 -0.06 0.39
H 5.572 2.886 2.196 -0.01 0.12 -0.10 0.22
C -0.804 0.004 6.638 -0.12 0.03 0.07 -0.69
O -1.183 1.346 6.362 0.39 -0.08 -0.37 -0.38
C -0.190 2.051 5.610 -0.60 0.06 -0.09 -0.59
C -0.548 2.102 4.122 0.43 -0.37 0.12 -0.40
O -0.531 0.797 3.535 -0.31 0.25 0.28 -0.39
C -1.836 0.241 3.411 0.15 -0.07 -0.13 -1.03
H -1.698 -0.549 6.938 0.06 0.16 0.00 0.25
H -0.368 -0.492 5.765 -0.02 0.10 0.04 0.27
H -0.088 -0.013 7.464 0.07 -0.11 0.00 0.33
H 0.801 1.606 5.763 -0.12 -0.02 -0.11 0.33
H -0.160 3.074 5.998 0.00 -0.01 -0.02 0.37
H 0.208 2.696 3.599 -0.01 0.02 0.03 0.39
H -1.520 2.586 3.964 0.07 -0.10 0.13 0.30
H -2.344 0.686 2.549 -0.10 -0.03 0.04 0.34
H -2.437 0.396 4.311 0.10 0.06 -0.03 0.52
H -1.735 -0.834 3.244 0.07 0.12 -0.05 0.37
C -0.387 -1.545 -6.389 0.02 0.16 -0.06 -0.72
O 0.767 -0.770 -6.092 -0.03 -0.43 0.09 -0.43
C 1.567 -1.356 -5.059 0.31 0.21 -0.38 0.56
C 2.761 -2.118 -5.641 -0.35 -0.25 0.34 -0.57
O 2.336 -3.253 -6.402 -0.04 0.43 -0.28 -0.41
C 2.338 -2.998 -7.803 0.02 -0.18 0.17 -0.75
H -0.779 -1.218 -7.356 0.08 0.06 0.11 0.25
H -0.164 -2.615 -6.451 0.04 0.09 0.04 0.34
H -1.151 -1.374 -5.625 -0.09 -0.10 0.03 0.26
H 0.958 -2.005 -4.418 0.09 0.02 -0.13 0.29
H 1.944 -0.535 -4.441 0.07 -0.15 -0.07 -0.31
H 3.371 -2.497 -4.815 -0.05 0.09 -0.03 0.26
H 3.395 -1.458 -6.248 -0.16 -0.01 0.05 0.37
H 3.363 -3.052 -8.185 -0.03 0.07 -0.10 0.33
H 1.908 -2.023 -8.045 0.03 -0.02 0.07 0.32
H 1.739 -3.770 -8.291 0.09 0.01 0.12 0.25
```
Positions in Å, forces in eV/Å.

# 2
The following is a DFT calculation (ωB97M-V with the def2-TZVPD basis set) of 2 unconnected molecules or ions with the total composition C2H3FS2 in a non-equilibrium geometry.

## Properties
LUMO energy (spin up / spin down), eV: -0.4 / -2.3
Frontier orbital gap (spin up / spin down), eV: 6.689 / 7.575
E_HOMO (spin up / spin down), eV: -7.08 / -9.85
2S+1: 3

XYZ file:
```
8
Properties=species:S:1:pos:R:3:forces:R:3:mulliken_spin:R:1
C 1.212 -0.387 0.234 4.79 0.05 1.61 0.64
C -3.860 0.409 -0.294 -0.78 -1.56 0.96 0.00
F -4.769 1.236 0.224 -0.81 -0.59 0.91 0.00
S -3.676 -1.175 0.005 -0.28 1.83 -0.25 0.01
S -0.164 0.299 -0.172 -2.32 1.21 -0.67 1.23
H 2.140 0.283 0.620 -2.34 -1.60 -0.98 0.07
H 1.414 -1.455 0.125 -0.11 0.36 0.04 0.05
H -3.382 1.088 -0.919 1.87 0.31 -1.62 0.00
```
Positions in Å, forces in eV/Å.

# 3
The following is a DFT calculation (ωB97M-V with the def2-TZVPD basis set) of a molecular structure, C12H19AlCl5FKN4NaO13PS in a non-equilibrium geometry.

## Properties
LUMO energy, eV: -2.8
Frontier orbital gap, eV: 1.179
E_HOMO, eV: -3.94
Total charge: -1

XYZ file:
```
59
Properties=species:S:1:pos:R:3:forces:R:3:mulliken_charge:R:1
C 6.413 0.687 3.524 0.87 -0.33 -0.33 -1.08
C 5.379 -0.273 2.740 -0.01 0.46 0.91 -0.33
C 3.876 0.045 3.305 0.42 -1.70 -0.26 0.17
Cl 3.622 1.847 3.520 -0.19 -1.38 -0.36 -0.16
C 2.750 -0.671 2.420 -2.05 -2.46 -1.94 0.31
C 1.487 0.076 1.804 0.42 -4.31 -0.55 -0.88
C 0.435 -0.744 0.985 2.25 1.22 1.98 0.18
C -0.820 0.140 0.396 1.56 -0.47 -1.47 0.84
O -0.701 1.558 0.675 -2.44 -3.88 2.53 -0.27
N 0.118 2.057 -0.342 0.84 0.48 -4.42 -0.07
O -0.593 2.578 -1.192 2.38 2.10 4.26 -0.23
N 0.575 -2.215 0.717 2.73 3.08 2.47 0.78
N -0.335 -2.970 0.000 -0.82 -0.74 0.80 -0.71
C 1.760 -2.917 1.241 1.28 1.18 1.76 0.17
P 2.071 -4.776 0.905 -0.82 1.76 -1.97 0.19
N 3.444 -4.814 0.003 0.62 -1.88 1.44 -0.75
C 2.866 -2.201 2.112 -3.13 3.12 -1.10 -0.45
H 7.487 0.295 3.333 -1.76 0.59 0.35 0.34
H 6.400 1.770 3.137 -0.20 -1.76 0.66 0.31
H 6.242 0.678 4.670 0.14 0.00 -1.98 0.28
H 5.451 -0.160 1.603 -0.21 0.01 1.68 0.33
H 5.653 -1.368 3.011 -0.67 1.75 -0.46 0.21
H 3.851 -0.427 4.362 -0.16 0.96 -1.67 0.32
H 1.415 1.198 1.994 -0.32 -1.86 -0.65 0.31
H -0.787 -0.001 -0.761 -0.24 0.08 1.62 0.37
H -1.832 -0.320 0.752 1.90 0.75 0.35 -1.04
H -0.528 -3.860 0.540 0.13 -0.05 -0.61 0.21
H -1.262 -2.528 -0.083 0.82 0.25 -0.42 0.09
H 0.999 -5.315 0.091 0.02 0.11 0.97 0.22
H 2.196 -5.531 2.125 0.00 0.62 -0.28 0.14
H 3.222 -5.232 -0.924 0.32 0.49 0.74 0.32
H 3.754 -2.797 2.507 -1.50 0.84 -0.75 0.05
Cl -1.721 2.474 -2.904 -1.16 -1.37 -1.95 -0.39
Na -3.541 -0.510 0.093 -1.03 0.53 -1.69 0.92
O -2.153 -0.027 -5.007 -0.04 -1.07 0.49 -0.59
Cl -1.924 -1.158 -4.148 0.60 2.86 -0.82 1.71
O -0.589 -1.089 -3.595 -0.35 -0.50 0.19 -0.63
O -2.068 -2.389 -4.914 0.14 -1.06 0.57 -0.58
O -2.893 -1.154 -3.067 -0.32 -0.43 0.81 -0.65
K -1.957 -2.131 2.841 0.41 -0.44 0.34 0.83
C -4.171 4.799 -2.649 0.32 -0.12 -0.77 0.07
C -3.340 6.067 -2.783 0.26 -1.12 0.54 -0.35
O -4.296 7.132 -2.812 -1.63 0.02 0.29 -0.32
S -5.571 6.725 -1.900 1.28 -0.50 -0.85 1.08
O -5.411 7.326 -0.601 -0.58 -0.29 -1.88 -0.43
O -6.761 6.883 -2.687 0.45 0.19 0.77 -0.58
O -5.245 5.143 -1.766 -0.44 1.04 0.40 -0.36
H -4.602 4.504 -3.611 -0.04 -0.06 0.02 0.26
H -3.593 3.969 -2.242 -0.19 0.22 0.07 0.01
H -2.729 6.071 -3.684 -0.19 0.22 0.12 0.23
H -2.694 6.215 -1.906 0.21 0.10 -0.25 0.39
Cl -5.478 7.598 1.641 -0.06 0.07 1.42 -0.27
Al 4.954 -6.076 1.424 -1.00 0.87 -1.24 0.60
Cl -2.672 -3.041 -6.992 -0.15 0.05 -0.42 -0.20
F -1.264 7.134 -2.002 0.53 0.28 0.22 -0.72
C -1.221 -7.119 1.003 -0.61 -0.74 1.54 0.68
O -1.129 -8.222 0.458 0.29 -0.14 -0.54 -0.63
O -0.949 -6.009 0.441 1.49 2.65 -2.01 -0.66
O -1.592 -6.927 2.197 -0.35 -0.32 1.33 -0.63
```
Positions in Å, forces in eV/Å.

# 4
The following is a DFT calculation (ωB97M-V with the def2-TZVPD basis set) of a molecular structure, C26H24IrN7O4 in a non-equilibrium geometry.

## Properties
LUMO energy, eV: -7.0
Frontier orbital gap, eV: 7.267
E_HOMO, eV: -14.30
Total charge: +2

XYZ file:
```
62
Properties=species:S:1:pos:R:3:forces:R:3:mulliken_charge:R:1
Ir -0.187 0.127 0.038 0.79 0.23 0.46 1.98
O 3.485 1.105 1.380 -0.03 -0.05 0.05 -0.67
C 2.335 0.739 1.215 0.00 0.18 -0.03 -0.27
N 1.747 0.435 0.050 0.34 -0.05 0.06 -0.01
C 2.418 0.590 -1.225 -0.02 -0.06 0.06 -1.07
C 1.432 0.308 -2.336 -0.04 -0.06 0.08 0.67
C 1.819 0.301 -3.664 0.00 -0.04 -0.05 -0.86
C 0.898 -0.018 -4.646 0.00 0.00 0.03 -0.39
C -0.402 -0.338 -4.277 0.04 0.01 -0.02 -0.93
C -0.738 -0.294 -2.943 -0.08 0.04 -0.04 -0.02
N 0.150 0.035 -1.993 0.07 0.20 0.03 0.03
C 1.370 0.570 2.379 0.02 -0.04 0.03 0.81
C 1.780 0.769 3.678 0.01 -0.05 0.05 -0.87
C 0.874 0.546 4.709 0.00 0.00 -0.03 -0.49
C -0.401 0.103 4.399 0.02 0.00 0.00 -0.81
C -0.751 -0.071 3.071 -0.09 -0.01 0.06 -0.04
N 0.109 0.178 2.082 0.04 0.26 -0.03 0.07
H 3.266 -0.097 -1.300 0.00 0.01 -0.09 0.57
H 2.836 1.597 -1.341 0.00 0.00 0.00 0.47
H 2.844 0.535 -3.918 0.01 -0.01 0.01 0.53
H 1.191 -0.029 -5.687 0.01 -0.01 0.00 0.45
H -1.145 -0.616 -5.010 -0.01 0.01 0.01 0.48
H -1.741 -0.525 -2.610 0.02 0.01 0.05 0.37
H 2.801 1.083 3.853 -0.01 0.02 -0.01 0.57
H 1.165 0.706 5.738 0.01 -0.01 0.00 0.48
H -1.129 -0.101 5.172 0.00 -0.01 0.00 0.48
H -1.735 -0.421 2.787 0.00 0.06 -0.04 0.40
O -6.869 -4.539 0.060 -0.10 -0.09 0.01 -0.47
C -5.535 -4.565 0.018 0.06 0.08 -0.04 0.47
O -4.941 -5.601 -0.012 0.00 -0.02 0.01 -0.52
C -4.783 -3.250 0.005 0.01 -0.02 0.02 0.87
C -3.399 -3.343 -0.036 -0.06 0.05 0.00 -0.88
C -2.616 -2.204 -0.038 0.13 0.07 -0.03 0.70
C -3.202 -0.944 0.001 -0.14 -0.19 0.01 0.72
C -4.593 -0.845 0.039 0.00 0.18 0.02 -1.52
C -5.370 -1.989 0.040 0.00 -0.05 -0.02 -1.26
N -2.320 0.189 0.003 -0.09 -0.49 -0.02 0.44
C -2.781 1.381 -0.047 -0.07 -0.11 -0.06 0.07
C -1.855 2.497 -0.031 0.13 0.39 0.03 0.28
C -2.282 3.811 -0.082 -0.09 -0.07 0.01 -0.84
C -1.341 4.830 -0.044 0.08 0.07 0.00 -0.49
C -0.002 4.498 0.058 -0.10 -0.07 0.00 -1.01
C 0.363 3.160 0.102 0.19 0.03 0.02 0.10
N -0.540 2.184 0.050 -0.46 -1.28 -0.26 -0.22
H -7.249 -3.654 0.076 0.07 0.03 0.00 0.28
H -2.954 -4.328 -0.066 -0.03 -0.02 0.00 0.51
H -1.539 -2.288 -0.076 -0.15 0.02 -0.01 0.05
H -5.100 0.110 0.077 -0.01 -0.03 0.01 0.34
H -6.445 -1.864 0.067 0.00 0.02 0.01 0.20
H -3.844 1.584 -0.103 0.03 0.08 0.00 0.31
H -3.340 4.023 -0.150 0.01 0.03 0.00 0.52
H -1.647 5.866 -0.089 -0.03 -0.01 0.00 0.47
H 0.766 5.256 0.100 0.01 0.00 0.01 0.49
H 1.400 2.873 0.187 0.01 -0.05 -0.04 0.47
N 1.975 -2.605 1.638 -0.10 0.03 -0.04 -0.28
C 0.976 -2.893 0.780 0.38 -0.10 0.21 0.48
N 0.568 -4.169 0.712 -0.03 0.05 0.00 -0.38
O 0.433 -2.030 0.053 -0.71 0.80 -0.44 -0.69
H 2.484 -3.339 2.102 -0.02 -0.01 0.02 0.22
H 2.453 -1.728 1.529 0.01 0.06 -0.04 0.21
H 1.051 -4.910 1.188 0.00 -0.02 -0.01 0.19
H -0.136 -4.420 0.039 0.00 0.02 0.00 0.24
```
Positions in Å, forces in eV/Å.